92
Properties=species:S:1:pos:R:3:mulliken_charge:R:1 method="wB97M-V/def2-TZVPD" charge=+1 e_tot_ev=-105875.1725 lumo_ev=-3.28 max_force_ev_per_a=2.4
Zn -1.27 -0.77 -2.47 1.62
C 0.12 0.09 0.28 -0.37
O -0.60 -0.41 -0.77 -0.32
H 0.64 -0.66 0.89 0.12
H 0.91 0.78 -0.08 -0.11
H -0.55 0.68 0.94 0.23
C -2.85 2.67 -0.70 -0.54
O -2.33 3.25 -1.89 -0.36
C -1.88 2.46 -2.80 0.87
O -1.81 1.24 -2.68 -0.21
O -1.55 3.18 -3.82 -0.40
C -0.79 2.54 -4.84 -0.60
H -2.53 3.21 0.18 0.25
H -2.52 1.63 -0.58 0.02
H -3.94 2.58 -0.79 0.38
H 0.20 3.00 -4.86 0.38
H -1.23 2.72 -5.82 0.35
H -0.72 1.47 -4.69 -0.01
C 0.37 -2.65 3.39 -0.56
O 0.64 -3.53 4.47 -0.38
C 1.88 -3.47 4.94 0.87
O 2.73 -2.75 4.54 -0.54
O 1.97 -4.32 5.93 -0.37
C 3.31 -4.62 6.40 -0.64
H 0.94 -2.98 2.52 0.10
H 0.54 -1.60 3.61 0.33
H -0.68 -2.77 3.14 0.40
H 3.75 -5.40 5.79 0.27
H 3.17 -5.03 7.39 0.23
H 3.88 -3.70 6.45 0.32
C 0.08 -1.21 -6.12 -0.31
O 1.28 -1.46 -5.42 -0.36
C 1.40 -1.08 -4.18 0.85
O 0.48 -0.63 -3.50 -0.55
O 2.61 -1.27 -3.81 -0.37
C 3.04 -1.15 -2.42 -0.32
H -0.41 -0.32 -5.72 -0.01
H -0.59 -2.07 -6.05 0.29
H 0.32 -1.00 -7.15 0.28
H 4.11 -1.10 -2.38 0.28
H 2.62 -2.03 -1.92 0.26
H 2.52 -0.32 -1.95 0.03
C -4.52 -3.23 -1.40 -1.21
C -4.19 -1.77 -1.46 0.64
O -3.09 -1.40 -1.84 -0.70
C -5.26 -0.79 -1.14 -0.83
H -3.80 -3.69 -0.72 0.34
H -4.47 -3.72 -2.36 0.33
H -5.49 -3.36 -0.92 0.37
H -5.95 -0.82 -1.99 0.36
H -4.86 0.22 -1.08 -0.08
H -5.82 -1.07 -0.25 0.47
C 0.44 5.80 1.08 -1.19
C 1.44 4.69 0.93 0.66
O 2.51 4.85 0.38 -0.56
C 1.02 3.34 1.44 -0.49
H 0.70 6.48 1.89 0.37
H -0.57 5.41 1.20 0.27
H 0.36 6.44 0.20 0.38
H 0.61 3.41 2.45 0.46
H 1.80 2.59 1.37 0.34
H 0.20 2.97 0.80 -0.25
C 3.89 3.88 -1.61 -1.16
C 2.82 3.69 -2.63 0.52
O 3.09 3.57 -3.79 -0.60
C 1.38 3.67 -2.20 0.21
H 4.85 3.84 -2.12 0.40
H 3.84 3.09 -0.85 0.24
H 3.75 4.82 -1.07 0.37
H 0.78 3.85 -3.08 0.13
H 1.11 4.47 -1.51 0.09
H 1.14 2.70 -1.76 -0.19
C 5.56 -3.80 1.89 -1.18
C 4.73 -3.23 0.77 0.57
O 5.26 -2.73 -0.22 -0.57
C 3.24 -3.08 0.99 -0.33
H 5.62 -4.89 1.84 0.29
H 5.15 -3.49 2.85 0.32
H 6.60 -3.52 1.71 0.37
H 2.95 -2.04 0.95 0.16
H 3.00 -3.49 1.98 -0.02
H 2.65 -3.80 0.41 0.38
C -4.71 0.23 2.40 -0.71
C -5.48 -0.60 3.40 0.67
O -6.51 -1.16 3.03 -0.57
C -4.96 -0.71 4.82 -1.04
H -5.18 0.16 1.43 0.02
H -3.65 -0.02 2.24 0.28
H -4.68 1.30 2.64 0.40
H -5.77 -0.99 5.49 0.34
H -4.53 0.25 5.12 0.33
H -4.24 -1.54 4.85 0.25

=====

19
Properties=species:S:1:pos:R:3:nbo_charge:R:1 method="wB97M-V/def2-TZVPD" charge=0 e_tot_ev=-43046.0934 lumo_ev="-0.01 / -0.01" max_force_ev_per_a=4.4
C 0.67 -1.15 2.28 0.26
C 0.67 -0.76 -1.36 -0.30
C -1.82 -1.38 2.88 -0.41
N -0.50 -1.24 2.55 -0.42
N -1.06 0.35 -0.34 -0.53
N 0.09 0.33 -0.80 -0.30
N 0.69 1.59 -2.99 -1.06
O 0.35 2.87 -0.82 -0.91
O 2.42 1.64 -1.04 -0.88
S 2.12 -0.63 1.94 -0.09
S 1.03 1.74 -1.31 2.35
I -0.52 -2.51 -1.06 0.19
H 1.70 -0.68 -1.82 0.25
H -2.47 -0.77 2.20 0.23
H -1.94 -1.04 3.86 0.21
H -2.19 -2.48 2.81 0.21
H -1.41 1.25 -0.06 0.36
H 1.15 2.27 -3.67 0.42
H 1.02 0.60 -3.24 0.40

=====

74
Properties=species:S:1:pos:R:3:mulliken_charge:R:1 method="wB97M-V/def2-TZVPD" charge=+1 e_tot_ev=-143683.5315 lumo_ev=-3.35 max_force_ev_per_a=3.0
C -3.48 2.59 -1.10 -1.56
C -3.66 1.08 -0.94 0.54
N -4.83 0.62 -0.97 -0.68
C -2.37 0.28 -0.81 -0.88
C -2.38 -0.87 0.21 -0.75
Br -3.30 -2.51 -0.37 0.02
N -0.96 -1.34 0.19 0.04
C -0.23 -0.96 1.24 -0.13
N 1.08 -1.08 1.32 0.04
C 1.73 -0.64 2.58 -0.22
C 1.66 -1.82 3.55 -0.13
N 2.21 -1.73 4.66 -0.60
P 1.91 -1.81 -0.09 0.22
O 3.52 -1.54 0.17 -0.40
Cl 1.66 -3.86 -0.09 -0.17
N -1.07 -0.48 2.20 -0.14
C -2.45 -0.53 1.76 1.99
C -3.28 0.67 2.20 -1.02
C -3.67 0.71 3.69 -0.81
N -2.82 1.67 4.43 -0.55
N -3.13 -1.76 2.34 -0.70
C -2.56 -2.34 3.20 0.40
S -1.85 -2.89 4.47 -0.32
H -3.20 3.05 -0.15 0.31
H -2.70 2.77 -1.85 0.34
H -4.44 2.97 -1.46 0.46
H -4.76 -0.40 -0.89 0.31
H -1.58 0.98 -0.48 0.44
H -2.04 -0.09 -1.79 0.44
H -0.49 -1.21 -0.70 0.26
H 2.76 -0.33 2.42 0.20
H 1.17 0.18 3.03 0.18
H 1.10 -2.73 3.31 0.45
H 2.05 -2.60 5.17 0.30
H 3.60 -0.59 0.41 0.35
H -0.79 0.37 2.66 0.44
H -4.21 0.63 1.62 0.54
H -2.81 1.62 1.92 0.55
H -3.72 -0.27 4.17 0.29
H -4.68 1.13 3.74 0.47
H -3.17 1.73 5.38 0.27
H -1.85 1.41 4.41 0.15
C -2.41 -2.86 -6.57 -0.65
O -3.68 -2.23 -6.64 -0.38
C -4.45 -2.41 -5.46 -0.64
C -4.43 -1.17 -4.59 -0.55
O -3.14 -0.93 -4.05 -0.03
C -2.44 0.10 -4.74 -1.01
H -1.82 -2.50 -7.41 0.24
H -1.89 -2.62 -5.64 0.22
H -2.52 -3.94 -6.66 0.34
H -4.10 -3.28 -4.90 0.32
H -5.48 -2.60 -5.78 0.40
H -5.11 -1.32 -3.75 0.32
H -4.79 -0.30 -5.15 0.41
H -2.87 1.08 -4.49 0.30
H -2.47 -0.05 -5.82 0.49
H -1.40 0.07 -4.42 0.26
C 7.96 1.93 -0.34 -0.63
O 7.99 2.94 0.64 -0.37
C 6.72 3.52 0.89 -0.53
C 6.11 2.98 2.17 -0.52
O 5.78 1.59 2.05 -0.22
C 6.74 0.76 2.69 -0.83
H 8.92 1.41 -0.32 0.25
H 7.17 1.20 -0.16 0.21
H 7.83 2.37 -1.34 0.33
H 6.05 3.35 0.05 0.31
H 6.87 4.59 1.01 0.38
H 5.18 3.51 2.37 0.34
H 6.78 3.14 3.02 0.37
H 6.62 0.82 3.78 0.30
H 7.76 1.02 2.42 0.39
H 6.55 -0.27 2.39 0.24

=====

8
Properties=species:S:1:pos:R:3:nbo_charge:R:1 method="wB97M-V/def2-TZVPD" charge=0 e_tot_ev=-11728.6633 smiles="[H]/N=C(/C)I" lumo_ev=-0.07 max_force_ev_per_a=3.2
H 1.47 -0.13 -1.77 0.38
N 0.60 0.26 -1.36 -0.63
C 0.30 -0.15 -0.23 0.34
C -0.71 0.45 0.59 -0.73
I 1.40 -2.05 0.60 -0.11
H -1.17 1.36 0.01 0.25
H -0.47 0.63 1.61 0.25
H -1.41 -0.38 0.54 0.25

=====

77
Properties=species:S:1:pos:R:3:mulliken_charge:R:1 method="wB97M-V/def2-TZVPD" charge=-1 e_tot_ev=-156157.7940 multiplicity=3 lumo_ev="2.15 / 2.15" max_force_ev_per_a=3.3
C 2.83 -2.55 -5.43 -1.59
C 2.48 -1.61 -6.55 1.28
H 2.03 -3.31 -5.31 0.19
H 2.94 -2.01 -4.49 0.35
H 3.76 -3.09 -5.64 0.38
C 2.58 -2.01 -7.86 -0.39
C 2.70 -3.40 -8.34 -1.45
H 2.59 -1.25 -8.65 0.63
H 1.96 -4.06 -7.87 0.27
H 3.68 -3.85 -8.18 0.32
H 2.50 -3.43 -9.42 0.37
Pd 1.27 0.05 -2.70 -0.11
Cl 2.68 1.84 -2.51 -0.62
Cl -0.39 1.38 -4.10 -0.35
C -0.67 3.40 -1.96 0.37
O -1.48 2.92 -1.16 -0.69
N -0.90 4.44 -2.79 0.22
C -2.25 4.94 -2.97 -0.92
C 0.14 4.97 -3.66 -0.80
H 0.35 2.99 -2.11 0.00
H -2.86 4.56 -2.15 0.28
H -2.67 4.61 -3.93 0.22
H -2.23 6.04 -2.97 0.33
H 1.11 4.87 -3.15 0.29
H -0.07 6.03 -3.86 0.33
H 0.20 4.41 -4.61 0.19
H -0.35 -4.92 -1.23 0.31
H -2.06 -2.82 -4.27 0.01
C -1.34 -4.59 -1.53 -0.93
C -2.36 -3.11 -3.26 -0.64
N -1.21 -3.46 -2.44 0.27
H -1.91 -4.31 -0.62 0.33
C -0.15 -2.66 -2.36 -0.22
O -0.10 -1.58 -3.02 -0.45
H -2.94 -2.28 -2.82 0.28
H 0.67 -3.01 -1.69 0.56
H -1.88 -5.40 -2.03 0.34
H -3.00 -3.99 -3.30 0.32
O 1.91 0.05 -4.93 -0.29
C 2.03 -0.30 -6.23 -0.31
C 0.76 0.21 -8.30 -0.46
C 1.58 0.67 -7.24 0.42
H 0.42 -0.82 -8.30 0.79
C 0.40 1.06 -9.34 -1.19
H 1.22 0.81 -4.84 0.03
C 2.06 2.00 -7.26 0.23
H -0.25 0.69 -10.14 0.37
C 0.86 2.38 -9.35 -0.44
C 1.70 2.84 -8.32 -0.71
H 2.74 2.33 -6.48 0.41
H 0.58 3.04 -10.19 0.35
H 2.08 3.86 -8.35 0.39
Si -2.95 -0.19 -6.53 0.63
Cl -1.69 -1.72 -6.74 -0.33
C -4.34 -0.58 -7.74 -1.10
C -2.11 1.42 -6.98 -0.38
C -3.49 -0.14 -4.73 -0.62
H -3.95 -0.62 -8.76 0.26
H -5.12 0.21 -7.68 0.31
H -4.81 -1.55 -7.51 0.26
H -4.35 -0.80 -4.57 0.38
H -3.78 0.90 -4.49 0.33
H -2.67 -0.42 -4.05 -0.20
H -2.35 1.69 -8.02 0.38
H -1.01 1.34 -6.89 -0.14
H -2.45 2.22 -6.31 0.20
Br -1.25 -2.05 2.37 -0.25
C -0.44 -0.60 1.45 -0.28
C -0.49 0.70 1.96 -0.15
C 0.13 1.72 1.25 -0.80
C 0.73 1.41 0.04 -0.41
N 0.67 0.20 -0.51 0.10
C 0.20 -0.83 0.21 0.02
H -0.98 0.87 2.91 0.43
H 0.13 2.76 1.57 0.35
H 1.31 2.13 -0.53 0.71
H 0.31 -1.84 -0.17 0.39